1.
Entry from OMol25: a cluster of 2 separate species, C6H16NOP in total (ωB97M-V with the def2-TZVPD basis set).

Structure (ORCA input):
```
! RIJCOSX wB97M-V def2-TZVPD def2/J DEFGRID3
* xyz 0 1
C 3.207 1.153 -0.566
C 2.356 -1.195 -0.488
C -2.470 -1.085 0.973
C -2.428 -0.837 -1.470
C -1.679 1.944 1.104
C 2.498 0.178 0.202
N -1.975 -0.330 -0.218
O -0.344 1.560 -1.330
P -0.699 0.851 -0.085
H 3.477 2.093 -0.061
H 4.060 0.755 -1.154
H 2.449 1.471 -1.343
H 1.782 -1.131 -1.537
H 1.908 -1.861 0.213
H 3.357 -1.692 -0.681
H -2.067 -0.842 1.930
H -3.475 -1.112 1.176
H -2.221 -2.145 0.685
H -1.729 -1.421 -1.965
H -3.479 -1.241 -1.638
H -2.396 0.040 -2.105
H -1.975 1.619 2.077
H -1.047 2.756 1.388
H -2.471 2.186 0.473
H 2.367 0.343 1.249
*
```

For the frontier orbital gap (spin up / spin down), the calculation gives 8.36 / 6.57 eV. The HOMO energy (spin up / spin down) comes out at -7.55 / -7.23 eV. Its LUMO energy (spin up / spin down) is 0.8 / -0.7 eV. The value obtained for the energy relative to the best compared isomer or geometry (same formula, charge and spin) is 383.9 kJ/mol.

natural (NBO) population analysis, charges in e, atoms 1 to 4: C -0.709; C -0.684; C -0.409; C -0.438

---

2.
Entry from OMol25: a cluster of 4 separate species, C8H13BN3O4 in total (ωB97M-V with the def2-TZVPD basis set).

Structure (ORCA input):
```
! RIJCOSX wB97M-V def2-TZVPD def2/J DEFGRID3
* xyz -1 1
O 1.943 -0.856 0.793
C 1.268 0.012 0.015
O 1.614 0.161 -1.427
C 0.058 0.970 0.622
B -1.353 0.147 0.336
O -1.466 -1.320 0.203
O -2.587 0.975 0.159
H 0.010 1.961 -0.026
H 0.208 1.263 1.749
H -2.181 -1.702 0.799
H -2.520 1.271 -0.816
C 5.203 0.538 -0.615
C 4.657 1.662 0.250
N 4.205 2.594 0.968
H 5.597 -0.262 0.018
H 4.407 0.133 -1.247
H 6.007 0.915 -1.254
C -1.486 -3.202 4.214
C -2.636 -3.094 3.226
N -3.591 -3.005 2.407
H -1.808 -2.858 5.200
H -1.155 -4.241 4.289
H -0.648 -2.585 3.878
C -2.164 1.534 -4.422
C -2.527 2.164 -3.088
N -2.829 2.687 -1.980
H -1.243 0.953 -4.322
H -2.969 0.871 -4.753
H -2.014 2.314 -5.174
*
```

For the frontier orbital gap, the calculation gives 6.80 eV. The HOMO energy comes out at -4.00 eV. Its LUMO energy is 2.8 eV.

natural (NBO) population analysis, charges in e, atoms 1 to 4: O -0.765; C 0.766; O -0.891; C -0.909